# 1
Computed, not measured: a structure of composition C36H45F6N2O7P3S2V, with ωB97M-V/def2-TZVPD.

XYZ file:
```
102
Properties=species:S:1:pos:R:3:forces:R:3
V -0.0089 -0.0684 -0.3779 1.108 0.722 0.770
C 1.8299 -6.1428 0.2455 -0.716 0.588 0.830
O 1.2975 -4.7885 0.3365 0.719 -0.351 -0.886
C 1.5114 -4.1679 -0.9268 0.021 -0.558 -0.333
C 1.4184 -2.6780 -0.8954 -1.221 0.769 -0.997
O 0.0569 -2.0779 -0.8585 -0.518 -0.439 0.507
C -1.1805 -2.5240 -1.5319 0.702 -0.706 0.441
C -2.3487 -2.7211 -0.5099 0.915 -0.275 -0.837
O -3.3591 -1.7650 -0.7502 -0.259 -0.174 0.929
C -4.4172 -1.7155 0.2434 -0.363 -0.689 -1.006
H 0.9684 -6.8315 0.3663 0.691 0.122 -0.255
H 2.5071 -6.2257 1.0993 -0.036 -0.358 -0.142
H 2.3949 -6.3151 -0.6914 -0.470 0.013 0.486
H 0.8322 -4.6768 -1.6442 0.359 0.548 -0.062
H 2.5545 -4.3635 -1.2502 -0.376 0.061 0.001
H 1.9241 -2.1600 -1.7421 -0.198 -0.814 0.398
H 1.8770 -2.3035 0.0052 0.098 0.073 0.389
H -0.9547 -3.4962 -1.9954 -0.112 0.423 -0.066
H -1.4552 -1.7731 -2.2825 0.122 -0.123 0.125
H -1.8848 -2.6302 0.4770 -0.280 -0.015 0.216
H -2.7060 -3.7618 -0.6756 -0.151 0.510 0.360
H -4.4875 -0.7104 0.6420 0.270 0.122 0.272
H -4.3580 -2.4768 1.0521 0.415 0.514 -0.489
H -5.3713 -1.9084 -0.2905 0.456 0.036 0.235
F 4.5419 -2.0303 -0.5094 0.375 0.484 2.625
C 5.0202 -1.7895 0.7680 0.658 0.510 0.533
F 4.6974 -2.8108 1.6186 1.140 0.415 -1.758
F 6.4024 -1.6091 0.5987 -2.903 -0.596 0.842
S 4.1236 -0.3172 1.8625 -2.018 0.925 -3.532
O 2.7843 -0.8312 2.1369 2.105 -0.192 -0.560
O 4.8900 0.1819 2.9568 0.435 -0.617 -0.586
N 4.0408 0.8566 0.6860 2.036 -0.351 1.949
S 3.2291 1.1649 -0.5459 -3.405 -1.368 -1.336
O 2.6843 2.4887 -0.6860 0.606 -0.065 0.384
O 2.1873 0.0718 -0.7196 1.314 1.309 -0.157
C 4.3366 1.0136 -2.1584 -0.481 -0.461 0.729
F 4.6068 2.1156 -2.8990 -0.428 -0.986 1.308
F 3.6753 0.1437 -2.9355 0.551 0.260 -0.070
F 5.4778 0.4680 -1.7384 0.160 0.136 -0.567
C -1.0884 1.3604 3.0516 -0.658 0.778 0.348
P 0.3473 0.4008 2.4537 0.455 1.296 0.431
C 1.3835 1.9455 2.4391 0.256 -0.053 -0.195
C 0.9071 -0.3071 4.0839 0.761 -0.903 1.356
C 1.9785 0.1846 4.8807 -1.128 -1.602 0.328
C 2.3110 -0.4649 6.0888 -0.219 0.202 -0.786
C 1.6273 -1.6037 6.5187 0.219 0.359 0.287
C 0.5389 -2.0752 5.8022 1.100 0.387 -0.779
C 0.2562 -1.4650 4.5777 -0.518 1.002 -0.297
P -1.2717 -1.8197 3.6810 -0.182 -0.689 -0.686
C -1.1702 -3.6648 3.3882 0.611 0.538 0.751
C -2.4282 -1.6502 5.0946 -1.085 -0.740 -0.724
H -0.8803 2.0385 3.9145 0.020 -0.871 -0.374
H -1.9070 0.6896 3.2470 -0.389 -0.110 0.410
H -1.4621 2.0367 2.2843 0.202 -0.027 -0.449
H 1.3445 2.4327 3.4451 0.077 -0.272 -0.911
H 0.9492 2.6082 1.6575 0.319 -0.325 0.550
H 2.4162 1.7056 2.1467 -0.443 0.476 0.288
H 2.5607 0.9810 4.5162 0.660 0.951 -0.131
H 3.1302 -0.1231 6.7209 -0.082 0.125 -0.395
H 2.0111 -2.0621 7.4284 -0.434 -0.134 -0.104
H -0.0148 -2.9524 6.0879 -0.086 -0.142 0.278
H -0.4957 -3.8282 2.5352 -0.030 0.078 0.293
H -2.1486 -4.0354 3.0878 -0.063 -0.219 0.325
H -0.7361 -4.1436 4.3048 -0.646 -0.005 -0.889
H -2.2383 -2.4374 5.8158 -0.184 -0.153 0.252
H -3.4476 -1.7741 4.6488 0.601 0.077 0.651
H -2.3734 -0.6951 5.6058 0.154 0.206 -0.198
N -0.7600 1.1590 -1.4708 -0.924 1.636 -1.172
P -1.2949 2.2120 -2.5677 2.651 -2.235 2.793
C -2.6198 1.3216 -3.2730 -2.398 0.003 -1.257
C -2.5456 0.7682 -4.5701 -0.360 0.254 0.296
C -3.6784 0.1919 -5.1436 -0.283 0.004 -0.311
C -4.9293 0.1898 -4.4794 1.175 -0.200 -0.458
C -4.9760 0.6097 -3.1640 1.181 0.825 0.696
C -3.8258 1.1775 -2.5402 -0.220 -0.338 -1.663
C 0.0650 2.6172 -3.6710 0.051 0.321 -0.805
C 0.5582 3.9240 -3.8390 0.791 -0.571 -0.136
C 1.8581 4.0996 -4.3543 -0.642 -0.423 -0.176
C 2.5350 3.0378 -4.9430 -0.514 -0.616 0.766
C 1.9654 1.7479 -4.8766 0.149 0.658 -0.165
C 0.7846 1.5237 -4.1824 0.073 -0.259 -0.067
C -1.6244 3.7555 -1.7549 -1.170 0.758 -0.592
C -0.6157 4.1927 -0.8957 -0.018 1.388 0.696
C -0.8759 5.3446 -0.1360 0.110 -0.269 -0.111
C -2.0909 6.0239 -0.2570 0.670 -0.293 0.485
C -3.0519 5.6184 -1.1502 -0.082 -0.265 -0.930
C -2.8064 4.5035 -1.9615 0.466 -0.482 0.807
H -1.6124 0.8523 -5.1364 -0.439 -0.070 0.141
H -3.5963 -0.2053 -6.1697 -0.151 0.252 0.620
H -5.8168 -0.1306 -5.0215 0.165 -0.095 0.270
H -5.8942 0.5920 -2.5983 -0.162 -0.063 0.005
H -3.9000 1.5827 -1.5472 0.019 -0.004 0.285
H 0.0248 4.8220 -3.5365 -0.060 -0.402 0.244
H 2.3089 5.0704 -4.2547 0.120 0.280 -0.304
H 3.5453 3.1364 -5.3297 -0.232 0.170 -0.083
H 2.5050 0.9442 -5.3538 -0.022 -0.246 0.137
H 0.4236 0.4877 -3.9884 0.336 0.933 -0.200
H 0.3972 3.7782 -0.8312 -0.660 -0.446 -0.077
H -0.1281 5.7164 0.5737 -0.235 -0.178 -0.360
H -2.2707 6.8680 0.3823 -0.078 0.312 0.113
H -3.9565 6.2042 -1.2565 -0.062 -0.140 -0.041
H -3.5388 4.1469 -2.6883 0.148 0.161 0.234
```
Forces are in eV/Å.

Calculated values
E = -146898.8254 eV
2S+1 = 4
⟨S²⟩ = 3.76
LUMO (spin up / spin down) = 0.01818 / 0.01722 Eh
Kohn-Sham gap (spin up / spin down) = 6.7 / 8.4 eV
Molecular weight = 939.75 g/mol

Results of the Mulliken charge analysis, in e, for atoms 1 through 2:
1. V 0.8583
2. C -0.8240

# 2
Computed, not measured: a structure of composition C36H45FeN7SSeTe, with ωB97M-V/def2-TZVPD.

XYZ file:
```
92
Properties=species:S:1:pos:R:3:forces:R:3
Fe 0.8244 1.2987 0.4242 1.800 0.518 1.610
C 4.7830 -3.4273 -1.4517 0.105 0.027 -0.065
C 5.1706 -2.5208 -2.6179 -0.254 0.123 0.140
C 4.1788 -2.6431 -3.7728 0.148 0.020 0.005
C 5.3338 -1.0546 -2.1681 0.240 -0.429 -0.397
N 4.1426 -0.5231 -1.5250 -0.154 -0.038 0.528
C 3.8167 -0.5330 -0.2244 0.054 -0.001 -0.089
N 2.6058 -0.0522 -0.1100 -0.318 0.101 -0.188
N 2.2104 0.2632 -1.3625 -0.018 -0.139 -0.035
N 3.1188 -0.0164 -2.2146 0.078 0.075 -0.172
H 4.7679 -4.4646 -1.7834 -0.016 -0.016 0.041
H 3.7859 -3.1911 -1.0725 -0.018 -0.012 -0.011
H 5.4955 -3.3519 -0.6272 -0.016 -0.007 0.017
H 6.1578 -2.8249 -2.9748 0.031 0.056 0.008
H 3.1990 -2.2524 -3.4968 -0.043 -0.022 0.001
H 4.0570 -3.6869 -4.0610 0.011 -0.003 0.003
H 4.5309 -2.0906 -4.6449 -0.062 0.015 -0.019
H 5.5422 -0.4234 -3.0303 0.020 0.088 0.077
H 6.1512 -0.9720 -1.4535 -0.028 0.104 0.032
H 4.4500 -0.8669 0.5800 0.037 0.026 -0.026
C -2.4662 -3.4679 -2.2729 0.062 0.031 -0.123
C -1.4557 -2.9235 -3.2853 0.010 0.037 0.184
C -0.5272 -1.8392 -2.7263 -0.228 0.042 -0.072
C -1.1037 -0.4229 -2.7171 0.275 -0.250 -0.011
N -2.3019 -0.2672 -1.8981 0.024 0.088 0.248
C -2.3249 -0.1939 -0.5519 -0.147 0.262 -0.366
Se -0.8464 -0.3337 0.5714 -0.792 -1.122 0.576
N -3.6033 -0.0395 -0.1472 0.364 0.030 -0.120
C -4.0760 0.0506 1.2295 -0.191 -0.282 0.312
C -4.9500 -1.1486 1.6281 0.108 -0.048 -0.222
C -4.3199 -2.5281 1.4227 0.052 0.092 0.144
C -3.2675 -2.8950 2.4626 -0.077 -0.020 -0.071
C -4.4243 -0.0083 -1.2652 0.015 -0.174 -0.302
C -5.8029 0.0978 -1.4005 -0.072 0.027 0.077
C -6.3194 0.0199 -2.6797 -0.027 0.016 0.068
C -5.4910 -0.1452 -3.7939 0.048 -0.006 -0.026
C -4.1182 -0.2347 -3.6639 0.041 -0.009 -0.096
C -3.5982 -0.1635 -2.3787 -0.249 0.021 0.115
H -2.9507 -4.3599 -2.6696 -0.043 0.004 0.042
H -3.2507 -2.7465 -2.0420 -0.019 -0.009 0.037
H -1.9659 -3.7426 -1.3416 -0.017 -0.004 0.012
H -1.9805 -2.5453 -4.1680 0.044 -0.057 -0.056
H -0.8307 -3.7540 -3.6184 -0.025 0.010 -0.075
H 0.3846 -1.7892 -3.3271 0.007 0.029 0.018
H -0.2329 -2.1064 -1.7099 0.100 0.011 0.017
H -1.3696 -0.1173 -3.7282 -0.018 0.062 0.017
H -0.3451 0.2661 -2.3417 -0.067 0.002 -0.051
H -4.6609 0.9675 1.3238 0.100 0.052 -0.014
H -3.2003 0.1303 1.8719 0.020 0.044 -0.051
H -5.8796 -1.1095 1.0574 -0.027 0.032 0.111
H -5.2082 -1.0170 2.6814 -0.065 0.031 -0.013
H -3.8828 -2.5903 0.4209 -0.068 -0.039 -0.034
H -5.1194 -3.2701 1.4638 -0.015 0.013 -0.094
H -2.4132 -2.2243 2.4218 0.145 0.103 0.036
H -2.9051 -3.9090 2.2873 0.030 0.029 0.063
H -3.6884 -2.8518 3.4691 0.020 -0.024 0.001
H -6.4497 0.2261 -0.5441 0.001 0.007 -0.031
H -7.3901 0.0729 -2.8211 0.005 0.047 0.002
H -5.9372 -0.2107 -4.7766 0.019 0.007 -0.007
H -3.4845 -0.3725 -4.5293 -0.003 0.014 0.004
C 5.7638 1.7857 2.8116 0.105 -0.020 0.058
C 4.9006 1.4355 3.8410 0.065 0.044 -0.080
C 3.5283 1.5094 3.6747 -0.236 0.023 -0.230
C 2.9743 1.8988 2.4404 0.534 0.117 0.097
C 3.8660 2.2998 1.4254 -0.240 -0.104 0.191
C 5.2340 2.2431 1.6114 0.049 -0.028 -0.052
N 1.6205 1.9546 2.1704 -0.838 -0.405 -1.358
C 0.6685 1.4881 3.0979 -0.024 -0.081 0.577
C -0.4243 2.2973 3.4195 0.208 -0.077 -0.094
C -1.3833 1.8573 4.3195 -0.124 0.021 -0.008
C -1.2857 0.5997 4.8932 -0.093 -0.039 -0.013
C -0.2259 -0.2316 4.5481 -0.027 -0.074 -0.004
C 0.7444 0.2057 3.6683 0.002 0.190 -0.202
H 6.8351 1.7308 2.9526 -0.008 0.017 0.002
H 5.3022 1.1030 4.7899 -0.013 0.035 0.017
H 2.8715 1.2607 4.4957 0.036 -0.027 0.035
H 3.4389 2.6555 0.4920 0.085 0.075 -0.024
H 5.9004 2.5638 0.8191 -0.028 0.012 -0.019
H -0.4949 3.2766 2.9614 0.009 0.032 0.057
H -2.2052 2.5109 4.5856 -0.005 -0.020 -0.022
H -2.0332 0.2644 5.6007 0.012 -0.001 -0.007
H -0.1618 -1.2301 4.9620 0.011 0.017 0.037
H 1.5677 -0.4395 3.3837 -0.003 -0.019 0.064
Te -0.0875 3.0188 -1.1130 -0.459 1.068 -0.763
C 0.0832 4.9221 -0.3329 -0.115 -0.205 -0.194
C 0.6477 5.3075 0.8562 0.094 -0.090 0.120
C 0.5704 6.7021 1.0617 0.028 0.033 0.058
C -0.0499 7.3491 0.0321 -0.113 -0.037 -0.202
S -0.5441 6.2764 -1.2018 0.119 -0.046 0.226
H 1.1040 4.6052 1.5428 -0.001 -0.008 -0.011
H 0.9578 7.2050 1.9354 -0.001 0.007 -0.009
H -0.2484 8.4042 -0.0707 0.036 0.008 0.045
```
Forces are in eV/Å.

Calculated values
E = -166349.6936 eV
2S+1 = 6
⟨S²⟩ = 8.79
LUMO (spin up / spin down) = -0.07246 / -0.16595 Eh
Kohn-Sham gap (spin up / spin down) = 7.4 / 4.9 eV
Net charge = +1
Molecular weight = 870.28 g/mol

Results of the Mulliken charge analysis, in e, for atoms 1 through 2:
1. Fe 0.1084
2. C -1.4027